The following is a quantum chemistry calculation of a single C4H4O2 molecule, from the Open Molecules 2025 dataset.

Gap between HOMO and LUMO: 9.1279 eV
Energy: -305.09986 a.u.
Maximum force: 0.3 eV/A
E_LUMO: -0.0151 hartree
Energy above the lowest of the compared OMol25 structures with the same formula, charge and spin: 112.7 kcal per mole

Geometry (Å):
O -0.19 2.26 0.36
C -0.24 1.02 0.24
C -1.51 0.86 0.77
C 0.46 -1.34 -0.13
O 0.49 -0.65 -1.36
C 0.82 0.08 -0.18
H -0.53 -1.61 0.22
H -2.34 0.98 0.07
H 1.24 -2.09 0.02
H 1.85 0.41 -0.09

natural (NBO) atomic charge list, values in e, 4 entries: O -0.48; C 0.35; C -0.08; C -0.09